No. 1
Molecular formula: C2H3NO2
Method: DFT, ωB97M-V with the def2-TZVPD basis set

Values from the calculation:
Energy above the lowest of the compared OMol25 structures with the same formula, charge and spin   88.5 kcal/mol
HOMO-LUMO gap   10.90 eV
Net charge   0
Calculated total energy   -283.11703 hartree
Highest occupied orbital energy   -9.90 eV
Multiplicity   1

```
8
Properties=species:S:1:pos:R:3:forces:R:3
C -2.38651 1.16656 0.87190 -0.75 -0.01 -0.97
C 0.99837 -0.30455 -0.64999 1.20 -3.15 -0.92
N 1.10809 -0.42473 0.78561 2.81 -1.20 0.29
O -3.03818 1.16919 -0.05772 0.75 0.01 0.99
O 0.62804 0.70933 0.15333 -1.87 2.80 -0.32
H 0.41565 -1.02053 1.14306 -2.11 -0.43 0.54
H 2.03852 -0.34480 -1.03099 -0.89 0.65 -0.51
H 0.23602 -0.95049 -1.21520 0.86 1.35 0.91
```
Positions in Å, forces in eV/Å.

=====

No. 2
Molecular formula: C2H3NO2
Method: DFT, ωB97M-V with the def2-TZVPD basis set

Values from the calculation:
⟨S²⟩   2.01
Energy above the lowest of the compared OMol25 structures with the same formula, charge and spin   121.9 kcal/mol
HOMO-LUMO gap (spin up / spin down)   8.70 / 9.33 eV
Net charge   0
Calculated total energy   -282.95670 hartree
Highest occupied orbital energy (spin up / spin down)   -7.99 / -9.46 eV
Multiplicity   3

```
8
Properties=species:S:1:pos:R:3:forces:R:3
C -0.85144 0.16309 0.03472 -1.34 -0.37 0.99
C 0.46759 -0.19873 -0.49326 0.73 1.16 -0.37
N 0.06003 1.02448 0.25204 0.92 -0.52 -1.02
O -2.82581 -0.26982 0.10576 -0.53 -0.02 -0.10
O 1.29070 -1.08919 0.10007 0.40 -0.55 0.31
H 0.70823 -0.05440 -1.53929 0.02 -0.02 0.07
H 0.26922 1.91600 0.66167 -0.08 0.23 0.24
H 0.88149 -1.49142 0.87829 -0.11 0.09 -0.11
```
Positions in Å, forces in eV/Å.

=====

No. 3
Molecular formula: C2H3NO2
Method: DFT, ωB97M-V with the def2-TZVPD basis set

Values from the calculation:
⟨S²⟩   2.01
Energy above the lowest of the compared OMol25 structures with the same formula, charge and spin   118.7 kcal/mol
HOMO-LUMO gap (spin up / spin down)   7.00 / 8.15 eV
Net charge   0
Calculated total energy   -282.96182 hartree
Highest occupied orbital energy (spin up / spin down)   -6.09 / -10.83 eV
Multiplicity   3

```
8
Properties=species:S:1:pos:R:3:forces:R:3
C -0.44734 -0.47095 -1.17196 2.59 -2.63 6.54
C 0.52322 0.20528 0.13355 -4.75 -4.03 -0.60
N -0.43762 0.39809 1.15829 -0.52 0.83 -0.69
O -0.63234 0.07261 -2.20541 -0.67 2.98 -5.16
O 0.52895 -0.66988 1.22913 0.70 -0.05 -0.63
H -0.85497 -1.42360 -0.79743 0.19 0.39 -0.09
H 1.39813 0.70880 -0.00249 2.03 1.69 -0.93
H -0.07803 1.17964 1.65633 0.43 0.81 1.56
```
Positions in Å, forces in eV/Å.

=====

No. 4
Molecular formula: C2H3NO2S
Method: DFT, ωB97M-V with the def2-TZVPD basis set

Values from the calculation:
Energy above the lowest of the compared OMol25 structures with the same formula, charge and spin   207.7 kcal/mol
HOMO-LUMO gap (spin up / spin down)   8.25 / 7.74 eV
Net charge   0
Calculated total energy   -681.12837 hartree
Highest occupied orbital energy (spin up / spin down)   -10.08 / -8.93 eV
Multiplicity   1

```
9
Properties=species:S:1:pos:R:3:forces:R:3
C 1.49142 0.44531 -0.29586 -4.12 -0.95 2.18
C -0.29221 -0.08279 0.34794 8.15 -0.25 -2.13
N -1.37772 0.67520 0.16939 -2.23 2.52 -0.54
O -1.25977 1.89027 0.29050 0.24 0.33 0.13
O -2.43815 0.12877 -0.12285 -0.36 -0.28 0.24
S -0.57292 -1.71263 0.17933 -0.94 -2.58 -0.09
H 2.09628 -0.49155 -0.26308 -0.39 1.26 -0.04
H 1.76648 1.51672 -0.13932 -0.26 -1.30 -0.18
H 0.58661 -2.36930 -0.16605 -0.09 1.25 0.43
```
Positions in Å, forces in eV/Å.

=====

No. 5
Molecular formula: C2H3NO2S
Method: DFT, ωB97M-V with the def2-TZVPD basis set

Values from the calculation:
Energy above the lowest of the compared OMol25 structures with the same formula, charge and spin   70.7 kcal/mol
HOMO-LUMO gap   9.19 eV
Net charge   0
Calculated total energy   -681.34671 hartree
Highest occupied orbital energy   -9.15 eV
Multiplicity   1

```
9
Properties=species:S:1:pos:R:3:forces:R:3
C -0.86857 0.05115 -1.43107 -3.96 -0.68 -0.31
C -0.51558 -3.41771 -2.33080 -3.27 0.62 -3.47
N 1.27511 0.43922 -0.45042 1.18 1.80 3.50
O -1.31846 -3.28073 -3.15020 -0.57 0.15 -0.41
O 0.27443 -3.58262 -1.56268 3.83 -0.70 3.88
S -0.36053 0.74782 -0.10001 1.21 -0.66 -0.45
H -2.05316 0.02439 -1.39680 2.11 0.45 -0.22
H 1.25422 -0.10460 -1.27119 0.43 -1.14 -0.87
H 1.87132 0.17426 0.37957 -0.96 0.16 -1.64
```
Positions in Å, forces in eV/Å.

=====

No. 6
Molecular formula: C2H3NO2S
Method: DFT, ωB97M-V with the def2-TZVPD basis set

Values from the calculation:
Energy above the lowest of the compared OMol25 structures with the same formula, charge and spin   111.9 kcal/mol
HOMO-LUMO gap (spin up / spin down)   7.51 / 7.11 eV
Net charge   0
Calculated total energy   -681.28106 hartree
Highest occupied orbital energy (spin up / spin down)   -8.88 / -8.72 eV
Multiplicity   1

```
9
Properties=species:S:1:pos:R:3:forces:R:3
C 1.35016 -0.43299 0.06969 1.44 4.83 0.24
C -1.35217 0.78572 0.05445 3.91 0.55 0.79
N 0.11492 -0.98976 0.09097 -0.98 -3.43 0.78
O 2.36995 -1.04966 0.13496 0.04 -1.31 -0.12
O -0.96739 -0.39196 -0.43627 -2.46 2.38 -0.86
S 1.28204 1.37220 0.07406 -1.09 -0.78 -0.29
H -1.92080 1.40524 -0.64585 -0.09 -0.57 0.32
H -0.98318 1.17206 1.05745 -1.03 -1.08 -1.19
H 0.10645 -1.87085 -0.39947 0.24 -0.59 0.33
```
Positions in Å, forces in eV/Å.

=====

No. 7
Molecular formula: C2H3NO2S
Method: DFT, ωB97M-V with the def2-TZVPD basis set

Values from the calculation:
Energy above the lowest of the compared OMol25 structures with the same formula, charge and spin   108.9 kcal/mol
HOMO-LUMO gap   8.52 eV
Net charge   0
Calculated total energy   -681.28571 hartree
Highest occupied orbital energy   -9.38 eV
Multiplicity   1
SMILES   [O-][NH+]=S.C=C=O

```
9
Properties=species:S:1:pos:R:3:forces:R:3
O -0.10847 -2.84908 1.60929 -0.07 -0.36 -0.48
N -0.37497 -2.35942 0.50816 -1.11 2.31 2.35
S 0.26185 -2.64614 -0.90365 -0.04 -0.84 -0.94
H -1.03904 -1.49325 0.65602 1.02 -1.67 -0.99
C 0.42102 0.73441 -0.66777 -2.43 1.99 0.66
C 1.46525 0.06981 -0.94227 1.14 -0.92 0.89
O 2.36370 -0.63046 -1.05385 1.39 -0.55 -0.71
H -0.06961 1.21857 -1.47810 -0.40 0.28 -0.49
H 0.05305 0.95024 0.33677 0.51 -0.24 -0.30
```
Positions in Å, forces in eV/Å.

=====

No. 8
Molecular formula: C2H3NO2S
Method: DFT, ωB97M-V with the def2-TZVPD basis set

Values from the calculation:
Energy above the lowest of the compared OMol25 structures with the same formula, charge and spin   73.8 kcal/mol
HOMO-LUMO gap   10.51 eV
Net charge   0
Calculated total energy   -681.34174 hartree
Highest occupied orbital energy   -10.36 eV
Multiplicity   1
SMILES   O=CS/C=N\O

```
9
Properties=species:S:1:pos:R:3:forces:R:3
O 1.27677 1.98448 1.65084 -1.59 -1.67 -0.87
C 0.81010 0.99927 1.10926 2.34 0.40 -0.07
S -0.89648 0.70852 0.63856 -0.27 0.61 0.25
C -0.81699 -0.96913 0.06116 1.47 0.11 -1.71
N -0.47104 -1.31527 -1.14696 -0.36 0.37 1.71
O -0.17121 -0.39091 -2.08254 -0.68 1.69 0.52
H 1.50462 0.16172 0.74083 -0.87 0.69 0.51
H -0.85649 -1.74864 0.80618 -0.41 -0.23 -0.21
H -0.37927 0.56997 -1.77733 0.36 -1.96 -0.12
```
Positions in Å, forces in eV/Å.

=====

No. 9
Molecular formula: C2H3NO2S
Method: DFT, ωB97M-V with the def2-TZVPD basis set

Values from the calculation:
⟨S²⟩   2.01
Energy above the lowest of the compared OMol25 structures with the same formula, charge and spin   100.5 kcal/mol
HOMO-LUMO gap (spin up / spin down)   7.19 / 7.29 eV
Net charge   0
Calculated total energy   -681.13834 hartree
Highest occupied orbital energy (spin up / spin down)   -6.75 / -10.55 eV
Multiplicity   3

```
9
Properties=species:S:1:pos:R:3:forces:R:3
C 0.81638 -2.28395 1.11420 -0.37 -1.78 -0.05
C 0.25182 -1.23808 0.96761 0.10 1.44 0.57
N -0.45648 1.33037 -0.47385 -1.92 0.95 -2.05
O 1.64593 0.82558 1.47582 1.74 0.72 0.58
O -0.71643 0.79666 2.24870 -1.31 0.59 1.04
S 0.26977 0.54620 1.24705 1.54 -3.60 1.69
H 1.00156 -3.33159 1.25272 0.35 0.31 -0.10
H -1.45817 1.34996 -0.50918 -1.04 -0.29 -0.37
H -0.13764 2.15740 -0.89344 0.90 1.66 -1.31
```
Positions in Å, forces in eV/Å.

=====

No. 10
Molecular formula: C2H3NO2S2
Method: DFT, ωB97M-V with the def2-TZVPD basis set

Values from the calculation:
Energy above the lowest of the compared OMol25 structures with the same formula, charge and spin   149.2 kcal/mol
HOMO-LUMO gap   8.18 eV
Net charge   0
Calculated total energy   -1079.38309 hartree
Highest occupied orbital energy   -9.08 eV
Multiplicity   1
SMILES   C#C[N+](=O)[O-].SS

```
10
Properties=species:S:1:pos:R:3:forces:R:3
C 1.29510 0.83548 1.47398 0.19 2.94 -0.11
C 0.78639 -0.23265 1.64329 0.60 1.59 -0.53
N 0.57036 -1.57662 1.60999 0.48 -1.85 1.10
O 0.35506 -2.13251 2.66750 -0.54 0.13 0.61
O 0.75821 -2.15748 0.57652 -0.19 -0.18 -1.42
H 1.60016 1.93869 1.35421 -0.57 -2.63 0.31
S -0.39292 0.06879 -2.32087 3.51 2.83 -2.35
S -1.22552 1.98087 -2.26997 -0.33 0.06 0.36
H -1.29544 -0.60384 -1.87983 -3.75 -2.51 2.12
H -2.45139 1.87928 -2.85481 0.59 -0.38 -0.10
```
Positions in Å, forces in eV/Å.